This record from OMol25 describes C27H43AuGe2N3O as an isolated structure. The level of theory is ωB97M-V/def2-TZVPD.

```
77
Properties=species:S:1:pos:R:3:forces:R:3
Au 1.134 0.479 0.850 0.1 0.0 0.1
O 1.141 2.918 1.028 0.0 0.0 0.0
C 2.176 3.666 0.342 0.0 0.0 0.0
C 3.560 3.372 0.891 0.0 0.0 0.0
C 3.910 1.876 0.931 0.0 0.0 0.0
C 3.692 1.211 -0.397 0.0 0.0 0.0
C 4.661 1.302 -1.389 0.0 0.0 0.0
C 4.439 0.758 -2.639 0.0 0.0 0.0
C 3.228 0.121 -2.888 0.0 0.0 0.0
C 2.304 0.045 -1.876 0.0 0.0 0.0
N 2.524 0.577 -0.653 0.0 0.0 0.0
H 1.000 3.311 1.899 0.0 0.0 0.0
H 1.950 4.730 0.404 0.0 0.0 0.0
H 2.091 3.372 -0.705 0.0 0.0 0.0
H 3.668 3.780 1.898 0.0 0.0 0.0
H 4.283 3.904 0.267 0.0 0.0 0.0
H 3.341 1.369 1.715 0.0 0.0 0.0
H 4.959 1.767 1.208 0.0 0.0 0.0
H 5.592 1.802 -1.160 0.0 0.0 0.0
H 5.197 0.825 -3.409 0.0 0.0 0.0
H 3.008 -0.319 -3.850 0.0 0.0 0.0
H 1.358 -0.456 -2.016 0.0 0.0 0.0
C 3.022 -4.141 0.405 0.0 0.0 0.0
C 2.888 -2.609 0.361 0.0 0.0 0.0
Ge 1.027 -2.134 0.663 0.0 0.0 0.0
C 0.223 -2.797 2.305 0.0 0.0 0.0
C -1.303 -2.821 2.317 0.0 0.0 0.0
C -0.175 -2.280 -0.858 0.0 0.1 -0.1
C -1.094 -1.414 -1.275 -0.1 0.0 0.0
Ge -1.689 0.415 -0.939 0.0 0.0 -0.2
C -2.843 1.021 0.499 0.1 0.0 0.0
C -4.079 1.756 -0.029 0.0 0.0 0.0
C -1.003 1.821 -2.100 0.0 0.0 0.1
C -1.712 1.929 -3.456 0.0 0.0 0.0
C -2.001 -1.531 -2.446 0.0 0.1 0.0
C -3.293 -0.982 -2.275 0.1 0.0 0.0
C -4.145 -0.828 -3.375 0.0 0.0 0.1
C -3.718 -1.224 -4.626 0.0 0.0 0.0
C -2.447 -1.782 -4.792 0.0 0.0 0.0
C -1.579 -1.905 -3.722 0.0 0.0 0.1
H 4.054 -4.420 0.195 0.0 0.0 0.0
H 2.398 -4.634 -0.342 0.0 0.0 0.0
H 2.771 -4.547 1.384 0.0 0.0 0.0
H 3.214 -2.214 -0.601 0.0 0.0 0.0
H 3.498 -2.144 1.137 0.0 0.0 0.0
H 0.651 -2.243 3.142 0.0 0.0 0.0
H 0.620 -3.814 2.393 0.0 0.0 0.0
H -1.737 -1.828 2.187 0.0 0.0 0.0
H -1.670 -3.231 3.258 0.0 0.0 0.0
H -1.694 -3.453 1.520 0.0 0.0 0.0
H -0.101 -3.224 -1.404 0.0 0.0 0.0
H -2.201 1.711 1.058 0.0 0.0 0.0
H -3.098 0.191 1.159 0.0 0.0 0.0
H -3.816 2.535 -0.747 0.0 0.0 0.0
H -4.600 2.238 0.797 0.0 0.0 0.0
H -4.780 1.075 -0.511 0.0 0.0 0.0
H 0.069 1.662 -2.232 0.0 0.0 0.0
H -1.122 2.747 -1.531 0.0 0.0 0.0
H -1.601 1.021 -4.044 0.0 -0.1 0.0
H -1.284 2.753 -4.024 0.0 0.0 0.0
H -2.777 2.129 -3.337 0.0 0.0 0.0
H -3.715 -0.890 -1.274 0.0 0.0 0.0
H -5.149 -0.450 -3.235 0.0 0.0 0.0
H -4.375 -1.123 -5.479 0.0 0.0 0.0
H -2.134 -2.106 -5.776 0.0 0.0 0.0
H -0.579 -2.293 -3.869 0.0 0.0 0.0
C -2.472 1.220 4.787 0.0 0.0 0.0
N -1.325 0.323 4.540 0.0 0.0 0.0
C -0.902 -0.578 5.633 0.0 0.0 0.0
C -0.679 0.364 3.433 0.0 0.0 0.0
N -0.103 0.393 2.424 0.0 -0.1 0.0
H -3.347 0.617 5.022 0.0 0.0 0.0
H -2.668 1.820 3.902 0.0 0.0 0.0
H -2.239 1.873 5.626 0.0 0.0 0.0
H -1.723 -1.250 5.874 0.0 0.0 0.0
H -0.645 0.021 6.505 0.0 0.0 0.0
H -0.034 -1.153 5.321 0.0 0.0 0.0
```
Forces are in eV/Å.

The calculation puts the total energy at -5582.67355 Eh. As for the molar mass: 767.8 Da. The value obtained for the energy above the lowest of the compared OMol25 structures with the same formula, charge and spin is 0.0 kJ/mol. The HOMO energy comes out at -17.09 eV. Its LUMO energy is -0.3366 hartree. Its net charge is +3. The value obtained for the strongest force on any atom is 0.207 eV/Å. The frontier orbital gap is 7.936 eV.

=====

This record from OMol25 describes C27H43Br18ClN3O3PS as an isolated structure. The level of theory is ωB97M-V/def2-TZVPD.

```
97
Properties=species:S:1:pos:R:3:forces:R:3
N 4.321 -2.115 -0.629 0.6 0.3 0.3
C 4.608 -1.176 -1.427 -0.6 0.0 -0.8
C 3.692 -0.994 -2.681 0.1 -0.3 0.8
C 2.294 -0.650 -2.134 0.8 0.5 0.8
C 1.912 0.643 -1.868 -0.1 -2.4 3.7
P 2.958 2.225 -2.147 0.9 2.0 0.6
O 4.597 1.912 -1.967 -1.2 -0.2 1.0
Cl 2.477 3.393 -0.413 0.6 -0.9 -0.2
C 0.466 0.800 -1.299 0.7 -0.9 0.3
O -0.091 1.853 -1.385 -0.4 0.6 0.1
C -0.232 -0.408 -0.681 1.1 0.4 0.0
N -1.391 -0.110 0.167 0.5 -0.7 -1.0
C -2.326 0.049 -0.600 -1.3 1.2 -1.3
S -3.386 0.463 -1.725 1.1 -1.0 2.1
C 0.170 -1.667 -0.934 0.6 0.1 -0.1
N -0.464 -2.811 -0.417 1.2 0.6 0.5
C 1.380 -1.844 -1.878 -0.5 1.0 0.4
O 1.595 -2.890 -2.426 -0.1 -0.5 0.1
H 4.996 -2.099 0.145 -0.3 -0.2 -0.1
H 5.438 -0.464 -1.250 -0.4 -0.3 -0.3
H 3.660 -1.974 -3.204 -0.1 0.6 0.3
H 4.095 -0.226 -3.367 -0.3 -0.3 0.4
H 4.835 1.906 -1.022 0.1 -0.1 -0.2
H -0.812 -2.563 0.519 -0.2 -0.2 -0.4
H 0.254 -3.529 -0.260 -0.5 0.1 -0.5
Br -1.032 -2.243 3.237 -0.2 0.1 -0.1
C -2.877 -2.235 2.613 0.2 0.2 -0.1
C -3.826 -1.865 3.719 -0.3 -0.2 0.0
Br -4.104 -3.353 4.948 0.0 0.1 0.0
H -3.074 -3.216 2.189 -0.1 0.0 0.1
H -2.904 -1.488 1.821 0.0 0.0 0.1
H -4.814 -1.641 3.316 0.1 0.0 0.0
H -3.479 -1.025 4.312 0.1 -0.1 -0.1
Br 1.484 -0.270 6.035 0.0 -0.1 -0.1
C 2.377 -1.989 5.842 0.1 0.2 0.2
C 3.360 -1.971 4.700 0.0 -0.2 -0.2
Br 2.449 -2.092 2.983 0.3 0.2 0.1
H 1.599 -2.739 5.725 0.1 0.0 -0.1
H 2.893 -2.150 6.788 0.0 0.0 -0.1
H 4.009 -2.845 4.740 0.0 0.0 0.1
H 3.970 -1.072 4.674 -0.1 0.0 0.1
Br -4.749 1.579 -4.019 -0.5 0.3 -0.8
C -6.074 0.244 -4.525 0.3 0.1 -0.2
C -7.306 0.884 -5.109 -0.3 -0.1 0.1
Br -8.424 1.669 -3.721 0.1 0.1 -0.1
H -6.279 -0.350 -3.638 -0.1 0.1 0.0
H -5.579 -0.379 -5.268 -0.1 0.0 0.0
H -7.933 0.135 -5.590 0.1 0.0 0.0
H -7.081 1.675 -5.819 0.1 -0.1 0.1
Br -2.912 1.600 2.585 0.0 0.0 0.1
C -3.413 2.393 4.291 0.1 -0.2 0.0
C -4.683 1.789 4.834 -0.2 0.3 0.1
Br -6.249 2.475 3.901 0.0 -0.1 0.0
H -3.483 3.464 4.131 -0.1 -0.1 0.0
H -2.576 2.182 4.957 -0.1 0.0 0.0
H -4.825 2.073 5.876 0.1 0.0 0.0
H -4.714 0.708 4.749 0.0 0.0 0.0
Br -2.422 6.053 3.970 0.1 0.0 0.0
C -2.403 6.815 2.177 0.0 0.2 0.1
C -3.746 6.690 1.505 0.0 -0.2 -0.3
Br -4.066 4.877 0.865 0.0 0.1 0.1
H -1.603 6.320 1.632 -0.1 0.0 0.0
H -2.144 7.863 2.321 0.0 0.0 0.0
H -3.782 7.314 0.614 0.1 0.0 0.1
H -4.577 6.946 2.157 0.1 0.0 0.0
Br 3.821 -6.788 -2.944 0.0 0.1 0.0
C 2.462 -6.104 -4.160 0.0 -0.2 0.2
C 2.942 -6.122 -5.587 -0.1 0.2 -0.1
Br 4.185 -4.663 -5.937 0.0 -0.1 0.0
H 2.195 -5.110 -3.809 0.1 0.0 -0.1
H 1.610 -6.771 -4.035 0.0 0.0 -0.1
H 2.111 -5.957 -6.271 0.0 0.0 0.1
H 3.452 -7.043 -5.856 0.0 0.0 0.1
Br 1.597 1.073 -3.942 -1.5 -0.4 -6.2
C 1.671 2.012 -5.679 -0.3 0.4 0.2
C 0.356 1.921 -6.411 0.1 0.0 -0.3
Br 0.113 0.161 -7.212 -0.1 0.0 0.1
H 2.504 1.584 -6.233 -0.1 -0.1 0.0
H 1.900 3.052 -5.432 0.0 0.0 0.0
H 0.331 2.619 -7.247 0.0 0.0 0.0
H -0.504 2.099 -5.770 0.1 0.0 0.0
Br 0.906 -5.048 1.885 -0.1 -0.4 0.0
C 2.006 -5.995 3.177 0.2 0.2 -0.2
C 2.220 -7.430 2.773 -0.1 -0.2 0.2
Br 0.639 -8.510 3.124 0.0 0.0 -0.1
H 1.521 -5.889 4.144 0.0 -0.1 -0.1
H 2.954 -5.456 3.190 0.0 0.0 0.0
H 3.012 -7.881 3.371 0.0 0.1 0.0
H 2.455 -7.546 1.718 0.0 0.1 0.0
Br 1.807 8.936 0.966 -0.1 0.0 0.1
C 2.927 7.934 2.205 0.1 0.2 -0.2
C 3.165 6.528 1.718 -0.1 -0.2 0.2
Br 1.604 5.404 2.003 -0.1 0.2 0.2
H 2.439 7.973 3.175 0.0 -0.1 -0.1
H 3.864 8.487 2.251 0.0 -0.1 0.0
H 3.964 6.057 2.290 0.0 0.1 0.0
H 3.403 6.477 0.658 0.0 0.1 0.0
```
Forces are in eV/Å.

The calculation puts the total energy at -48976.47542 Eh. As for the molar mass: 1994.4 Da. The value obtained for the energy above the lowest of the compared OMol25 structures with the same formula, charge and spin is 168.9 kJ/mol. The HOMO energy comes out at -8.49 eV. Its LUMO energy is -0.0417 hartree. Its net charge is 0. The value obtained for the strongest force on any atom is 6.368 eV/Å. The frontier orbital gap is 7.353 eV.

=====

This record from OMol25 describes C27H43CeCl4F4N3O3SbSi3 as an isolated structure. The level of theory is ωB97M-V/def2-TZVPD.

```
89
Properties=species:S:1:pos:R:3:forces:R:3
Ce -1.915 -0.037 -0.342 0.6 -0.4 0.3
C -5.389 -0.167 -0.040 0.1 2.5 -0.4
N -4.401 0.282 -1.066 -0.7 0.0 -0.2
C -4.573 -0.565 -2.223 0.1 -2.7 -0.2
C -4.652 1.659 -1.481 -0.4 0.8 0.6
C -3.775 2.141 -2.595 2.0 -1.9 -0.5
N -2.363 1.690 -2.400 -1.4 0.0 2.8
C -1.549 1.766 -3.440 1.3 -0.5 -0.7
C -0.438 0.877 -3.492 0.3 0.5 -1.4
F -0.271 -0.014 -2.475 -0.2 0.0 0.4
C 0.419 0.770 -4.585 -0.6 -0.9 1.9
F 1.408 -0.144 -4.464 -0.2 0.4 -0.5
C 0.190 1.486 -5.725 1.4 1.0 -1.8
C -0.830 2.400 -5.697 -1.6 0.6 2.0
F -1.102 3.173 -6.749 0.3 0.1 -0.3
C -1.644 2.625 -4.536 1.9 -1.5 -2.1
F -2.547 3.584 -4.585 -0.9 0.9 0.0
H -6.442 -0.196 -0.366 0.4 0.2 -0.4
H -5.318 0.588 0.748 -0.1 -0.4 0.3
H -5.140 -1.112 0.313 0.6 -1.7 0.7
H -5.653 -0.658 -2.448 0.4 0.0 -0.3
H -4.181 -1.587 -1.963 -0.6 0.6 -0.1
H -3.991 -0.339 -3.115 -0.1 0.7 0.2
H -4.520 2.321 -0.613 0.0 -0.2 0.0
H -5.683 1.792 -1.833 -0.2 -0.1 0.2
H -3.868 3.187 -2.692 -0.3 1.3 -0.1
H -4.014 1.661 -3.541 -0.8 0.3 -0.2
H 0.915 1.567 -6.578 -0.8 -0.5 0.9
Cl -2.790 -5.005 4.586 0.3 -0.6 0.1
C -2.295 -4.306 3.082 -0.5 -0.7 0.5
C -2.135 -5.091 1.929 -0.3 -0.3 0.1
Cl -2.251 -6.850 1.892 0.1 0.8 0.9
C -2.033 -4.464 0.697 -0.8 1.8 0.1
Cl -2.037 -5.442 -0.730 0.3 0.7 -0.2
C -2.181 -3.026 0.626 1.0 -1.2 -1.4
O -2.057 -2.355 -0.551 -0.3 0.4 1.1
C -2.285 -2.254 1.801 0.0 -0.7 1.4
O -2.335 -0.942 1.732 0.1 0.6 -1.1
C -2.311 -2.924 3.050 0.4 0.9 -0.8
Cl -2.230 -1.943 4.530 -0.2 -0.6 -1.0
C 5.222 0.381 0.217 1.6 -1.2 0.9
Si 3.523 0.554 -0.554 0.6 0.4 0.1
C 3.501 -0.547 -2.050 0.1 -1.9 0.3
C 3.513 2.304 -1.270 -2.2 -1.4 -1.2
Sb 1.571 -0.127 0.977 0.1 0.4 -0.5
Si 2.145 -2.602 0.992 0.2 -0.3 0.2
C 3.898 -3.189 1.305 0.6 0.6 0.6
C 1.512 -3.298 -0.590 0.7 -2.3 -0.8
C 1.186 -3.302 2.431 1.7 -0.2 1.7
Si 2.347 0.954 3.174 0.1 -1.3 -0.2
C 2.706 2.700 2.784 0.5 0.2 -2.3
C 3.937 0.093 3.767 0.6 0.4 0.1
C 0.893 0.760 4.303 -0.4 -0.9 1.0
H 6.052 0.584 -0.525 -0.9 -0.2 0.6
H 5.427 -0.635 0.652 -0.4 0.3 -1.0
H 5.493 0.895 1.146 -0.4 0.9 -0.4
H 4.479 -0.569 -2.560 -0.3 0.1 0.2
H 2.767 -0.176 -2.738 -0.3 0.2 -0.4
H 3.214 -1.632 -1.840 0.4 1.4 -0.2
H 4.278 2.333 -2.054 -0.5 0.1 -0.2
H 3.683 3.086 -0.626 0.9 1.7 2.0
H 2.446 2.558 -1.587 1.4 -0.5 -0.5
H 4.696 -2.871 0.621 -0.5 -0.4 -0.3
H 3.811 -4.276 1.380 0.2 -0.1 -0.3
H 4.300 -2.881 2.284 -0.4 0.0 0.0
H 1.228 -4.361 -0.419 0.2 0.4 0.4
H 2.102 -3.438 -1.512 0.2 0.6 0.5
H 0.592 -2.900 -0.894 -1.5 1.0 -0.4
H 0.166 -3.592 2.373 -0.9 -0.1 -0.5
H 1.236 -2.499 3.217 0.0 -0.8 -0.3
H 1.742 -4.215 2.837 -0.6 1.2 -0.4
H 3.710 2.560 2.327 -0.3 0.5 0.1
H 2.804 3.429 3.562 -0.2 0.4 0.5
H 2.053 3.036 1.925 0.6 -0.1 1.1
H 4.884 0.162 3.159 -1.2 0.4 0.3
H 3.798 -0.984 3.875 -0.2 0.0 0.4
H 4.153 0.571 4.748 0.1 -0.6 -0.3
H 0.952 1.368 5.217 -0.1 0.4 -0.4
H 0.843 -0.250 4.759 0.0 0.2 -0.6
H -0.066 0.904 3.766 0.5 0.1 0.3
C -0.524 4.349 1.701 0.7 -0.1 -1.5
C -1.073 3.309 0.708 -1.4 -1.4 1.2
N -1.669 3.811 -0.422 1.0 -2.9 -0.3
O -1.146 2.061 1.011 0.1 2.8 -1.1
H -0.386 3.956 2.703 -0.6 -0.1 0.1
H -1.157 5.280 1.618 1.0 -1.0 0.3
H 0.542 4.509 1.369 -1.0 0.4 0.1
H -1.312 4.687 -0.757 -0.1 0.3 -0.1
H -1.800 3.001 -1.171 -0.1 1.7 1.0
```
Forces are in eV/Å.

The calculation puts the total energy at -5268.84082 Eh. As for the molar mass: 1021.6 Da. The value obtained for the energy above the lowest of the compared OMol25 structures with the same formula, charge and spin is 51.0 kJ/mol. The HOMO energy (spin up / spin down) comes out at -7.23 / -7.23 eV. The expectation value of S² is 0.751. Its LUMO energy (spin up / spin down) is 0.0011 / -0.0011 hartree. Its net charge is 0. The value obtained for the strongest force on any atom is 3.207 eV/Å. The frontier orbital gap (spin up / spin down) is 7.259 / 7.202 eV. As for the multiplicity: 2.

=====

Question: What is the net charge in the third record?
Answer: 0

=====

Question: Which formula does entry 3 have?
Answer: C27H43CeCl4F4N3O3SbSi3